Entry 1:
{"formula": "C5H8OS2", "method": "ωB97M-V/def2-TZVPD", "mol_weight_g_mol": 148.25, "spin_multiplicity": 1, "largest_force_ev_per_a": 1.3, "e_above_lowest_kcal_mol": 22.3, "homo_ha": -0.3502, "homo_lumo_gap_ha": 0.369, "smiles": "C/C(=C\\SC=O)CS", "symbols": ["H", "C", "C", "H", "H", "H", "O", "S", "C", "H", "H", "C", "H", "S", "H", "C"], "xyz": [[-1.645, -0.271, -1.776], [-0.101, -0.864, 1.316], [-1.738, -0.333, -0.683], [0.976, -1.060, 1.485], [-2.484, 1.146, 1.013], [-0.473, -0.059, 1.947], [3.644, 1.702, 0.263], [-2.681, 1.209, -0.287], [-0.338, -0.504, -0.121], [-0.696, -1.711, 1.608], [1.699, 1.835, -0.404], [2.614, 1.251, -0.173], [-2.358, -1.192, -0.469], [2.408, -0.463, -0.629], [0.507, -0.303, -2.069], [0.668, -0.384, -1.020]]}

---

Entry 2:
{"formula": "C5H8S", "method": "ωB97M-V/def2-TZVPD", "mol_weight_g_mol": 100.19, "spin_multiplicity": 1, "largest_force_ev_per_a": 6.3, "e_above_lowest_kcal_mol": 83.9, "homo_ha": -0.2880, "homo_lumo_gap_ha": 0.319, "smiles": "C=C1CCCS1", "symbols": ["C", "H", "C", "H", "H", "C", "H", "C", "S", "H", "H", "H", "H", "C"], "xyz": [[0.097, 0.929, 0.215], [3.457, -0.788, -0.391], [0.914, -0.405, 0.039], [-1.987, 1.138, 0.450], [0.472, 1.774, -0.318], [-1.433, -0.947, -0.120], [0.233, 1.061, 1.419], [2.320, -0.380, -0.127], [0.070, -1.929, 0.094], [-2.078, -1.185, 0.854], [-1.919, -1.573, -0.804], [-1.205, 0.899, -1.161], [2.309, 0.879, 0.012], [-1.251, 0.526, -0.162]]}

---

Number 1 is which compound?
C5H8OS2